<w>
{"formula": "C4H6O3S", "method": "the ωB97M-V functional and the def2-TZVPD basis", "multiplicity": 1, "total_charge": 0, "homo_lumo_gap_ev": 9.09, "smiles": "CC(=O)OCC(O)=S", "e_homo_ev": -8.824, "species": ["C", "C", "O", "O", "C", "C", "O", "S", "H", "H", "H", "H", "H", "H"], "positions_angstrom": [[-2.2804, -0.3850, -0.6525], [-1.0124, 0.1313, -0.0620], [-0.8493, 1.2801, 0.3492], [-0.0555, -0.7955, 0.0019], [1.1311, -0.5069, 0.7683], [2.1494, 0.3264, -0.0073], [1.7558, 1.5408, -0.3378], [3.6457, -0.2385, -0.3472], [-2.0628, -0.8429, -1.6293], [-2.9814, 0.4307, -0.7890], [-2.7001, -1.1426, -0.0059], [0.8348, 0.0140, 1.7131], [1.5631, -1.4866, 0.9988], [0.8619, 1.6748, -0.0004]], "lowdin_charge": [0.03, -0.50, 0.08, 0.02, -0.15, -0.86, 0.03, 0.73, 0.10, 0.09, 0.09, 0.15, 0.12, 0.06]}

<x>
{"formula": "C4H6O3S", "method": "the ωB97M-V functional and the def2-TZVPD basis", "multiplicity": 1, "total_charge": 0, "homo_lumo_gap_ev": 8.30, "e_homo_ev": -8.922, "species": ["C", "C", "C", "C", "O", "O", "O", "S", "H", "H", "H", "H", "H", "H"], "positions_angstrom": [[-2.0736, 0.3203, -0.5690], [-0.6709, 0.1892, 0.1279], [-3.1828, -0.5208, -0.6550], [0.6026, 0.8091, 0.0820], [4.3888, 0.6631, -0.1093], [3.5878, -1.3883, 1.0349], [1.6948, 0.3900, 0.7534], [3.5792, -0.5448, -0.1636], [-2.3455, 1.2921, -0.8711], [-0.7269, -0.7598, 0.7621], [-4.1938, -0.2906, -1.0434], [-2.9946, -1.4259, -0.2317], [0.7161, 1.7318, -0.3827], [1.6187, -0.4655, 1.2654]], "lowdin_charge": [-0.15, -0.04, 0.01, -0.17, -0.42, -0.44, -0.15, 0.91, 0.05, 0.11, 0.07, 0.00, 0.10, 0.12]}

<y>
{"formula": "C4H6O3S", "method": "the ωB97M-V functional and the def2-TZVPD basis", "multiplicity": 1, "total_charge": 0, "homo_lumo_gap_ev": 11.02, "smiles": "C#CCS(=O)(=O)OC", "e_homo_ev": -10.385, "species": ["C", "C", "C", "S", "O", "O", "O", "C", "H", "H", "H", "H", "H", "H"], "positions_angstrom": [[3.1221, 0.2061, 0.8178], [2.3094, 0.4940, 0.0047], [1.3006, 0.7245, -0.8776], [-0.1010, -0.5377, -0.3431], [-0.7659, -1.1096, -1.4728], [0.1952, -1.3758, 0.7932], [-1.1809, 0.6206, 0.1610], [-2.4591, -0.0980, 0.4150], [3.6582, -0.2643, 1.5724], [1.5147, 0.6299, -1.9481], [0.7685, 1.5772, -0.6122], [-3.2733, 0.5757, 0.6648], [-2.2868, -0.8558, 1.2361], [-2.8017, -0.5868, -0.4112]], "lowdin_charge": [0.16, -0.23, -0.16, 0.71, -0.29, -0.27, -0.31, -0.08, 0.03, 0.13, 0.08, 0.09, 0.11, 0.04]}

Which of the structures shown above is the most stable? The most stable is <w>.